Entry from the Open Molecules 2025 dataset: a gas-phase ion, C4H8NS (charge +1) at a distorted geometry (wB97M-V/def2-TZVPD).

Each line ends with the natural charge from an NBO analysis.
Cartesian coordinates (Å):
C1 -1.073920 -2.406586 -0.003584  -0.002
C2 -0.570572 -1.277494 -0.071564  -0.186
C3 0.077121 0.857239 -1.122328  -0.619
C4 0.211544 -0.137097 0.030839  0.045
N1 -0.023121 0.494999 1.310242  -0.689
S1 2.263299 -0.534873 0.122085  -0.002
H1 -1.553926 -3.298018 0.049907  0.246
H2 -0.484878 0.416115 -1.882339  0.262
H3 1.030626 1.275457 -1.340701  0.249
H4 -0.559358 1.750548 -0.724827  0.215
H5 0.586230 1.339024 1.324969  0.467
H6 -1.028208 0.594006 1.417887  0.453
H7 0.319197 -0.061997 2.087458  0.449
H8 1.941264 -1.302256 1.163734  0.113

Forces on atoms 1 to 2 (eV/Å):
2.414 5.737 -0.320
-2.083 -5.788 0.337

As for the LUMO energy: -4.51 eV. The value obtained for the energy is -16593.056 eV. The net charge is +1. The SMILES is C#C[C@@](C)([NH3+])S. As for the HOMO energy: -14.059 eV. As for the HOMO-LUMO gap: 9.5 eV.